No. 1
Molecular formula: C11H10N2O
Method: DFT, ωB97M-V/def2-TZVPD

Values from the calculation:
- molecular weight (g mol⁻¹) = 186.21
- relative energy (zero: lowest compared OMol25 entry of this formula, charge and spin) (kcal per mole) = 49.0
- E_HOMO (eV) = -9.0
- gap between HOMO and LUMO (hartree) = 0.3295
- LUMO level (eV) = -0.06

Positions of all 24 atoms, in Å:
C1 -2.855 0.369 -2.763
C2 -2.291 1.609 -2.376
N1 -1.245 1.735 -1.602
C3 -0.749 0.529 -1.197
C4 0.359 0.529 -0.321
C5 0.928 -0.598 0.150
C6 2.078 -0.509 1.118
C7 1.462 -0.252 2.551
C8 1.730 1.181 3.099
O1 0.397 0.628 2.577
C9 0.394 -1.849 -0.296
C10 -0.657 -1.869 -1.127
C11 -1.283 -0.695 -1.606
N2 -2.371 -0.796 -2.418
H1 -3.743 0.375 -3.396
H2 -2.758 2.522 -2.746
H3 0.754 1.490 0.004
H4 2.632 -1.445 1.224
H5 2.728 0.351 0.950
H6 1.490 -1.070 3.272
H7 1.946 1.818 2.242
H8 1.251 1.541 4.004
H9 0.856 -2.758 0.083
H10 -1.056 -2.837 -1.427

Mulliken population analysis, charges in e, atoms 1 to 4: C -0.227; C -0.207; N -0.596; C 0.226

No. 2
Molecular formula: C3H5NS2
Method: DFT, ωB97M-V/def2-TZVPD

Values from the calculation:
- molecular weight (g mol⁻¹) = 119.21
- relative energy (zero: lowest compared OMol25 entry of this formula, charge and spin) (kcal per mole) = 105.9
- E_HOMO (spin up / spin down) (eV) = -9.0 / -7.0
- gap between HOMO and LUMO (spin up / spin down) (hartree) = 0.3344 / 0.2312
- LUMO level (spin up / spin down) (eV) = 0.07 / -0.67

Positions of all 11 atoms, in Å:
C1 -0.346 0.771 1.479
C2 0.733 -0.302 1.175
C3 -0.020 -0.119 -1.336
N1 -1.095 1.576 0.983
S1 1.386 -0.155 -0.517
S2 -0.208 0.582 -2.932
H1 -0.569 0.336 2.501
H2 1.585 -0.207 1.762
H3 0.539 -1.419 1.303
H4 -0.800 -0.839 -1.090
H5 -1.205 -0.223 -3.328

Mulliken population analysis, charges in e, atoms 1 to 4: C 0.204; C -0.673; C -0.278; N -0.460

No. 3
Molecular formula: C31H41F6N2O5PPdS2
Method: DFT, ωB97M-V/def2-TZVPD

Values from the calculation:
- charge = -2
- molecular weight (g mol⁻¹) = 837.19
- relative energy (zero: lowest compared OMol25 entry of this formula, charge and spin) (kcal per mole) = 0.0
- E_HOMO (eV) = -0.3
- gap between HOMO and LUMO (hartree) = 0.1623
- LUMO level (eV) = 4.08

Positions of all 89 atoms, in Å:
Pd1 -0.442 -2.425 1.339
F1 -2.543 0.739 4.835
C1 -2.626 -0.605 4.671
F2 -2.224 -1.160 5.828
F3 -3.925 -0.892 4.521
S1 -1.587 -1.142 3.222
O1 -2.236 -0.399 2.153
O2 -0.303 -0.676 3.699
N1 -1.857 -2.673 3.322
S2 -2.359 -3.765 2.202
O3 -3.146 -3.324 1.064
O4 -1.660 -5.024 2.260
C2 -3.833 -4.247 3.262
F4 -4.516 -5.265 2.683
F5 -4.716 -3.245 3.423
F6 -3.504 -4.673 4.499
C3 4.105 -1.321 2.698
C4 4.611 -1.433 1.410
C5 3.934 -2.203 0.488
C6 2.756 -2.866 0.867
N2 2.289 -2.767 2.112
C7 2.935 -2.004 2.988
C8 1.974 -3.659 -0.116
C9 2.680 -4.425 -1.052
C10 2.011 -5.141 -2.033
C11 0.621 -5.081 -2.064
C12 -0.064 -4.326 -1.120
C13 0.565 -3.577 -0.105
H1 4.588 -0.707 3.449
H2 5.510 -0.899 1.122
H3 4.267 -2.259 -0.540
H4 2.469 -1.924 3.966
H5 3.764 -4.481 -1.001
H6 2.562 -5.739 -2.751
H7 0.068 -5.632 -2.820
H8 -1.152 -4.326 -1.158
O5 1.336 -0.242 -0.241
P1 0.333 0.853 -0.375
C14 -1.318 0.286 -0.859
C15 -1.254 -0.896 -1.844
C16 -2.659 -1.182 -2.365
C17 -3.220 -0.013 -3.197
C18 -2.534 1.309 -2.835
C19 -2.289 1.396 -1.331
C20 0.146 1.611 1.284
C21 -1.115 2.345 1.754
C22 -1.103 3.856 1.555
C23 0.178 4.480 2.107
C24 1.424 3.823 1.512
C25 1.425 2.314 1.762
C26 1.081 2.028 -1.596
C27 0.401 3.320 -2.056
C28 1.372 4.170 -2.878
C29 1.904 3.399 -4.084
C30 2.541 2.079 -3.656
C31 1.577 1.241 -2.820
H9 -1.694 -0.133 0.082
H10 -0.885 -1.770 -1.311
H11 -0.565 -0.707 -2.674
H12 -3.299 -1.377 -1.499
H13 -2.661 -2.104 -2.950
H14 -4.299 0.078 -3.034
H15 -3.086 -0.204 -4.267
H16 -3.125 2.162 -3.184
H17 -1.573 1.365 -3.357
H18 -3.244 1.272 -0.810
H19 -1.935 2.393 -1.057
H20 0.126 0.647 1.807
H21 -1.195 2.149 2.830
H22 -2.010 1.891 1.327
H23 -1.975 4.290 2.055
H24 -1.211 4.111 0.498
H25 0.196 4.338 3.195
H26 0.189 5.560 1.930
H27 2.326 4.270 1.942
H28 1.466 4.031 0.439
H29 1.500 2.142 2.842
H30 2.301 1.831 1.321
H31 1.981 2.314 -1.032
H32 0.039 3.897 -1.210
H33 -0.472 3.088 -2.672
H34 2.213 4.468 -2.238
H35 0.884 5.095 -3.203
H36 2.619 4.011 -4.644
H37 1.070 3.189 -4.766
H38 3.440 2.286 -3.062
H39 2.870 1.514 -4.532
H40 2.044 0.315 -2.484
H41 0.718 0.958 -3.441

Mulliken population analysis, charges in e, atoms 1 to 4: Pd -0.453; F -0.233; C 0.287; F -0.245

No. 4
Molecular formula: C12H25CdO11P2
Method: DFT, ωB97M-V/def2-TZVPD

Values from the calculation:
- charge = +1
- molecular weight (g mol⁻¹) = 519.68
- relative energy (zero: lowest compared OMol25 entry of this formula, charge and spin) (kcal per mole) = 0.0
- E_HOMO (eV) = -9.6
- gap between HOMO and LUMO (hartree) = 0.1735
- LUMO level (eV) = -4.85

Positions of all 51 atoms, in Å:
Cd1 2.414 0.280 -0.856
O1 1.573 -0.396 0.849
H1 1.634 0.086 1.682
C1 -0.524 -3.364 4.196
C2 -0.864 -4.693 4.242
C3 -0.728 -5.492 3.116
C4 -0.089 -4.992 1.991
C5 0.410 -3.700 1.999
C6 0.172 -2.885 3.092
O2 0.476 -1.545 3.036
O3 -1.248 -6.757 3.186
H2 -0.604 -2.680 5.032
H3 -1.156 -5.239 5.132
H4 0.012 -5.561 1.072
H5 0.931 -3.289 1.142
H6 0.709 -1.344 2.117
H7 -0.966 -7.263 2.419
C7 2.550 3.896 1.859
O4 2.329 4.441 0.548
P1 1.430 3.684 -0.485
O5 1.760 2.232 -0.567
O6 1.623 4.518 -1.779
C8 2.909 4.452 -2.454
O7 -0.041 3.931 -0.102
C9 -0.771 3.057 0.789
H8 3.619 3.867 2.046
H9 2.118 2.905 2.009
H10 2.073 4.535 2.602
H11 3.109 5.459 -2.809
H12 2.858 3.758 -3.286
H13 3.702 4.209 -1.748
H14 -1.391 3.671 1.431
H15 -0.105 2.395 1.339
H16 -1.416 2.390 0.215
C10 -2.793 -0.825 -3.739
O8 -1.404 -0.930 -3.376
P2 -0.864 -0.133 -2.124
O9 0.609 -0.153 -2.064
O10 -1.585 -0.743 -0.904
C11 -1.682 -2.161 -0.706
O11 -1.438 1.318 -2.212
C12 -1.179 2.121 -3.375
H17 -3.434 -0.632 -2.879
H18 -3.103 -1.766 -4.188
H19 -2.948 -0.053 -4.492
H20 -1.722 -2.318 0.365
H21 -0.912 -2.782 -1.166
H22 -2.600 -2.513 -1.185
H23 -2.092 2.179 -3.969
H24 -0.379 1.680 -3.965
H25 -0.981 3.146 -3.076

Mulliken population analysis, charges in e, atoms 1 to 4: Cd 1.928; O -1.026; H 0.162; C -0.767

No. 5
Molecular formula: C17H38BrN9O4P2S3SbTi
Method: DFT, ωB97M-V/def2-TZVPD

Values from the calculation:
- 2S+1 = 2
- molecular weight (g mol⁻¹) = 840.23
- relative energy (zero: lowest compared OMol25 entry of this formula, charge and spin) (kcal per mole) = 2.8
- E_HOMO (spin up / spin down) (eV) = -5.9 / -5.9
- gap between HOMO and LUMO (spin up / spin down) (hartree) = 0.2204 / 0.2210
- LUMO level (spin up / spin down) (eV) = 0.12 / 0.12

Positions of all 76 atoms, in Å:
Ti1 0.137 -0.459 -0.794
S1 3.445 -3.613 -1.015
Sb1 1.438 -3.432 0.076
S2 1.371 -1.136 1.115
S3 -0.279 -2.725 -1.572
C1 -2.682 3.787 3.777
N1 -1.294 3.806 3.340
C2 -0.414 4.526 4.248
P1 -0.690 2.410 2.666
O1 -1.731 1.721 1.893
O2 0.540 3.028 1.811
P2 0.829 2.953 0.228
O3 0.719 1.605 -0.355
N2 2.360 3.526 0.184
C3 3.298 2.920 -0.754
C4 2.988 4.280 1.254
N3 -0.173 4.024 -0.502
C5 -1.513 3.583 -0.883
C6 -0.106 5.417 -0.086
N4 0.105 1.508 3.772
C7 -0.544 0.312 4.290
C8 1.536 1.573 4.049
H1 -3.056 4.811 3.821
H2 -2.795 3.340 4.773
H3 -3.280 3.223 3.067
H4 -0.772 5.551 4.362
H5 0.598 4.566 3.846
H6 -0.372 4.058 5.239
H7 2.768 2.315 -1.484
H8 3.999 2.269 -0.222
H9 3.860 3.700 -1.273
H10 2.244 4.747 1.893
H11 3.614 5.067 0.825
H12 3.622 3.635 1.872
H13 -1.482 2.540 -1.190
H14 -1.850 4.189 -1.728
H15 -2.229 3.679 -0.063
H16 0.930 5.733 0.015
H17 -0.631 5.588 0.862
H18 -0.573 6.033 -0.855
H19 -1.593 0.292 3.997
H20 -0.481 0.300 5.381
H21 -0.051 -0.581 3.892
H22 1.956 2.512 3.700
H23 2.061 0.749 3.561
H24 1.695 1.509 5.129
C9 5.452 -0.654 -2.280
N5 4.211 -0.679 -3.058
C10 4.214 -1.552 -4.233
C11 3.087 -0.629 -2.364
N6 2.110 -0.454 -1.779
H25 5.773 -1.673 -2.056
H26 5.279 -0.138 -1.338
H27 6.213 -0.124 -2.853
H28 4.513 -2.562 -3.949
H29 4.897 -1.135 -4.973
H30 3.210 -1.595 -4.651
N7 -0.338 1.147 -4.735
C12 -0.128 0.131 -3.860
N8 0.344 -1.032 -4.307
O4 -0.351 0.348 -2.646
H31 -0.379 0.977 -5.724
H32 -0.816 1.953 -4.374
H33 0.377 -1.238 -5.290
H34 0.443 -1.785 -3.604
Br1 -3.321 0.661 -2.138
C13 -3.217 -0.301 -0.509
C14 -4.440 -0.646 0.055
C15 -4.436 -1.331 1.255
C16 -3.210 -1.636 1.829
C17 -2.057 -1.254 1.177
N9 -2.044 -0.581 0.010
H35 -5.355 -0.371 -0.446
H36 -5.366 -1.620 1.723
H37 -3.133 -2.177 2.761
H38 -1.080 -1.492 1.577

Mulliken population analysis, charges in e, atoms 1 to 4: Ti 0.613; S -0.724; Sb 0.321; S -0.660